Entry 1:
The following is a quantum chemistry calculation of a 6-piece molecular cluster, C33H97N16O6P5 overall at a distorted geometry, from the OMol25 dataset.

Computed properties:
electronic energy	-4349.90959	Eh
HOMO energy	-8.1	eV
gap between HOMO and LUMO	8.4	eV
SMILES	CN(C)P(=O)(N(C)C)N(C)C.CN(C)P(=O)(N(C)C)N(C)C.CN(C)P(=O)(N(C)C)N(C)C.CN(C)P(=O)(N(C)C)N(C)C.CN(C)P(=O)(N(C)C)N(C)C.CN(C)C=O
F_max	0.08833	hartree/bohr
multiplicity	1
total charge	0

Each line ends with the Mulliken charge.
Positions of all 157 atoms, in Å:
C1 -5.536 4.200 0.197  -1.41
N1 -4.723 2.927 0.181  0.36
C2 -3.669 2.920 -0.847  -1.05
P1 -4.732 1.758 1.512  0.41
O1 -4.213 0.456 1.126  -0.82
N2 -3.840 2.547 2.805  0.61
C3 -3.233 1.783 3.899  -0.99
C4 -3.433 4.001 2.830  -0.92
N3 -6.388 1.786 1.993  0.19
C5 -7.492 1.453 1.121  -1.00
C6 -6.598 1.424 3.448  -0.89
H1 -6.150 4.230 1.096  0.45
H2 -6.258 4.318 -0.611  0.33
H3 -4.936 5.086 0.404  0.38
H4 -4.263 2.939 -1.761  0.39
H5 -3.002 2.058 -0.873  0.18
H6 -3.186 3.897 -0.855  0.34
H7 -3.718 2.212 4.776  0.38
H8 -3.450 0.719 3.797  0.00
H9 -2.169 2.019 3.909  0.41
H10 -4.077 4.595 2.183  0.18
H11 -3.426 4.404 3.843  0.35
H12 -2.394 4.071 2.509  0.28
H13 -8.435 1.920 1.404  0.33
H14 -7.206 1.854 0.149  0.34
H15 -7.698 0.383 1.117  0.32
H16 -7.670 1.459 3.644  0.42
H17 -6.220 2.247 4.055  0.21
H18 -6.232 0.412 3.620  0.24
C7 1.637 0.314 -3.021  -1.14
N4 2.026 -0.138 -1.641  0.66
C8 2.587 -1.536 -1.547  -1.09
P2 1.626 0.920 -0.347  -0.31
O2 1.108 2.273 -0.729  -0.76
N5 0.484 0.098 0.629  0.66
C9 -0.912 0.444 0.523  -1.12
C10 0.785 -1.110 1.522  -0.98
N6 3.034 0.892 0.665  0.42
C11 3.132 1.371 2.129  -1.10
C12 4.310 0.877 0.006  -0.97
H19 1.238 -0.469 -3.667  0.33
H20 2.568 0.613 -3.502  0.37
H21 0.855 1.071 -3.089  0.27
H22 2.760 -1.862 -0.521  0.29
H23 3.481 -1.630 -2.162  0.38
H24 1.886 -2.260 -1.961  0.30
H25 -1.427 -0.002 1.373  0.26
H26 -0.815 1.511 0.724  0.52
H27 -1.269 0.103 -0.449  0.23
H28 0.293 -1.007 2.489  0.41
H29 0.343 -1.998 1.071  0.18
H30 1.850 -1.321 1.619  0.46
H31 3.775 0.774 2.776  0.41
H32 3.389 2.430 2.119  0.32
H33 2.217 1.300 2.717  0.30
H34 4.651 -0.108 -0.313  0.18
H35 5.028 1.094 0.796  0.48
H36 4.300 1.691 -0.719  0.06
C13 -3.817 -2.742 3.026  -0.95
N7 -3.201 -3.939 3.647  0.76
C14 -3.547 -5.156 2.933  -1.10
P3 -2.823 -4.012 5.254  0.22
O3 -3.912 -3.881 6.252  -0.89
N8 -1.891 -5.401 5.515  0.24
C15 -0.814 -5.927 4.698  -1.02
C16 -2.389 -6.384 6.387  -1.15
N9 -1.746 -2.687 5.419  0.31
C17 -0.360 -2.695 4.707  -0.86
C18 -1.891 -1.551 6.415  -0.98
H37 -4.844 -2.998 2.768  0.33
H38 -3.205 -2.662 2.127  0.33
H39 -3.866 -1.838 3.633  0.06
H40 -4.605 -5.416 2.948  0.26
H41 -3.070 -6.064 3.301  0.27
H42 -3.250 -5.048 1.889  0.39
H43 0.087 -6.035 5.302  0.29
H44 -0.918 -6.925 4.273  0.41
H45 -0.706 -5.217 3.878  0.28
H46 -2.998 -7.122 5.865  0.30
H47 -1.510 -6.897 6.780  0.38
H48 -2.973 -5.926 7.184  0.32
H49 0.163 -1.748 4.839  0.45
H50 0.284 -3.461 5.140  0.23
H51 -0.652 -2.801 3.662  0.19
H52 -2.968 -1.406 6.495  0.33
H53 -1.222 -0.755 6.088  0.33
H54 -1.613 -1.903 7.409  0.29
C19 4.214 3.158 -3.639  -0.61
N10 5.584 3.605 -3.568  0.39
C20 6.627 2.822 -4.241  -1.05
P4 6.066 4.983 -2.716  0.10
O4 7.460 5.278 -3.156  -0.87
N11 5.010 6.336 -3.015  0.63
C21 4.674 6.576 -4.448  -1.17
C22 5.124 7.537 -2.186  -1.09
N12 5.944 4.532 -1.116  0.60
C23 7.135 4.305 -0.241  -1.01
C24 4.636 4.508 -0.431  -0.74
H55 4.156 2.496 -4.503  0.52
H56 3.385 3.866 -3.667  -0.07
H57 4.048 2.451 -2.826  0.05
H58 7.136 2.133 -3.567  0.30
H59 7.304 3.555 -4.679  0.33
H60 6.288 2.208 -5.076  0.34
H61 4.182 5.694 -4.857  0.31
H62 3.890 7.304 -4.656  0.37
H63 5.564 6.957 -4.949  0.33
H64 5.880 8.229 -2.556  0.29
H65 4.213 8.134 -2.161  0.31
H66 5.239 7.237 -1.144  0.29
H67 6.832 3.547 0.482  0.25
H68 7.953 4.070 -0.922  0.30
H69 7.295 5.159 0.417  0.32
H70 4.571 3.676 0.269  -0.07
H71 3.806 4.453 -1.136  0.25
H72 4.399 5.388 0.168  0.28
C25 0.393 -7.558 -4.080  -0.83
N13 0.540 -6.141 -4.038  0.25
C26 1.708 -5.583 -4.755  -1.01
P5 -0.466 -5.199 -3.017  0.26
O5 -0.564 -3.709 -3.367  -0.87
N14 -1.956 -6.014 -3.014  0.37
C27 -2.188 -7.081 -1.964  -1.15
C28 -3.085 -5.896 -3.902  -1.02
N15 0.156 -5.394 -1.422  0.46
C29 -0.484 -4.684 -0.295  -1.27
C30 1.640 -5.817 -1.061  -1.10
H73 1.058 -8.018 -4.812  0.38
H74 -0.643 -7.765 -4.348  0.20
H75 0.646 -8.060 -3.147  0.22
H76 1.657 -4.525 -5.013  0.29
H77 1.912 -6.125 -5.678  0.39
H78 2.562 -5.550 -4.078  0.31
H79 -2.376 -8.019 -2.486  0.40
H80 -1.294 -7.271 -1.371  0.29
H81 -3.037 -6.798 -1.341  0.34
H82 -2.833 -5.181 -4.685  0.30
H83 -3.245 -6.845 -4.413  0.34
H84 -4.041 -5.732 -3.404  0.31
H85 -0.572 -5.366 0.551  0.35
H86 0.231 -3.915 -0.002  0.28
H87 -1.412 -4.217 -0.622  0.48
H88 2.389 -5.112 -1.422  0.25
H89 1.788 -6.879 -1.258  0.27
H90 1.726 -5.882 0.024  0.46
C31 0.938 7.121 -2.015  -0.90
N16 0.233 6.253 -2.859  0.28
C32 0.633 4.856 -2.912  -0.27
C33 -0.715 6.662 -3.770  0.07
O6 -1.145 6.108 -4.764  -0.56
H91 2.015 7.248 -2.124  0.22
H92 0.922 6.763 -0.985  0.37
H93 0.514 8.124 -1.960  0.37
H94 1.620 4.870 -2.450  -0.46
H95 0.057 4.191 -2.269  0.33
H96 0.772 4.459 -3.918  0.38
H97 -1.006 7.667 -3.425  0.26


Entry 2:
The following is a quantum chemistry calculation of CH4N2O2S3 as an isolated structure at a distorted geometry, from the OMol25 dataset.

Computed properties:
electronic energy	-1494.90138	Eh
HOMO energy	-8.7	eV
gap between HOMO and LUMO	8.5	eV
energy relative to the best compared isomer or geometry (same formula, charge and spin)	43.0	kcal/mol
F_max	0.08446	hartree/bohr
multiplicity	1
total charge	0

Each line ends with the Mulliken charge.
Positions of all 12 atoms, in Å:
C1 0.054 -0.647 -0.371  0.44
N1 1.865 1.097 0.515  -0.63
N2 -1.499 -0.139 -1.342  -0.33
O1 0.369 -1.735 -0.666  -0.36
O2 0.292 -0.084 2.143  -0.47
S1 -1.868 -1.685 -2.107  -0.10
S2 -2.550 0.291 -0.087  -0.11
S3 0.215 0.749 0.987  0.68
H1 1.995 1.461 -0.428  0.30
H2 2.193 0.167 0.476  0.31
H3 -2.083 -1.265 -3.293  0.11
H4 -2.597 -0.880 0.439  0.16